A 6-piece molecular cluster, C18H51O21P5 overall. Source: the Open Molecules 2025 dataset; level of theory: ωB97M-V with the def2-TZVPD basis set.

CARTESIAN COORDINATES (ANGSTROEM)
C 1.44576 -0.43194 -0.98020
O 1.47176 -1.57094 -1.86620
P 0.28976 -1.95394 -2.93020
O -0.13124 -0.65794 -3.50920
O 0.81576 -2.98894 -4.10020
C 0.44876 -2.78094 -5.47120
O -0.97724 -2.67594 -2.18820
C -1.62924 -3.77694 -2.82420
H 0.83976 -0.38194 -0.01720
H 0.88776 0.45906 -1.37620
H 2.39176 -0.06394 -0.90720
H -0.53924 -2.72694 -5.48320
H 1.09376 -3.48694 -6.00120
H 0.75976 -1.73394 -5.92620
H -2.43624 -4.10994 -2.21420
H -0.95124 -4.56294 -2.79920
H -1.78924 -3.79094 -4.00520
C -4.73924 4.04606 -1.36220
O -3.57124 3.42806 -0.94620
P -2.78224 2.27706 -1.77520
O -2.22724 2.77706 -3.10020
O -1.57624 1.72106 -0.99720
C -0.73724 2.71206 -0.37820
O -3.84124 1.18406 -2.09720
C -3.87324 0.35906 -3.22320
H -4.55824 3.89806 -2.47220
H -4.70724 5.20306 -1.17820
H -5.58724 3.61606 -1.09320
H -0.32524 3.47806 -1.00120
H 0.14476 2.37806 0.31880
H -1.36024 3.35506 0.38080
H -4.45024 -0.45694 -3.39920
H -2.88124 -0.23994 -3.14920
H -3.89324 1.05406 -4.08220
C 2.76076 3.68206 -0.74120
O 2.59576 3.63806 0.62780
P 1.89676 4.89206 1.49180
O 0.62876 5.34006 0.79680
O 1.62276 4.50906 3.01480
C 0.49676 3.70706 3.38680
O 2.99176 6.09406 1.56380
C 3.26276 6.91606 0.53980
H 3.82776 3.90406 -0.74020
H 2.26176 4.50306 -1.30020
H 2.46376 2.62706 -1.06620
H -0.51924 3.74206 3.00080
H 0.03976 3.73506 4.38180
H 0.78576 2.78706 3.18380
H 2.41976 7.65906 0.26880
H 3.56676 6.42006 -0.29920
H 4.10776 7.43806 0.75380
C 4.11576 -2.74394 0.13080
O 3.67076 -4.06394 -0.02020
P 2.06576 -4.43594 -0.07320
O 1.44176 -4.13994 -1.36020
O 2.05276 -6.05094 0.20180
C 1.81576 -6.90594 -0.88020
O 1.24876 -3.72594 1.12380
C -0.09824 -4.08294 1.31680
H 3.83176 -2.05894 -0.49020
H 5.08176 -2.75594 0.65480
H 3.63076 -2.22594 0.97980
H 1.88476 -7.86094 -0.58120
H 2.77076 -6.65494 -1.53220
H 0.68976 -6.56994 -1.21920
H -0.82824 -3.37394 1.75480
H 0.02576 -5.04894 1.91480
H -0.52424 -4.61894 0.23280
C -1.06624 -0.08094 2.79580
O -2.30024 0.67306 2.73580
P -3.65324 0.08606 2.04980
O -3.97324 0.91206 0.90580
O -3.08024 -1.29594 1.37480
C -2.93424 -1.57494 -0.04320
O -4.69324 -0.37394 3.12380
C -5.19124 -1.65894 3.10680
H -0.72524 -0.24694 1.77480
H -1.11124 -1.02694 3.01780
H -0.45124 0.14706 3.51980
H -3.80624 -1.30694 -0.76520
H -2.56524 -2.49094 -0.19820
H -2.21624 -0.83694 -0.59220
H -4.51124 -2.30494 2.89280
H -6.06224 -1.76194 2.42680
H -5.63824 -1.64394 4.11880
C 3.11976 -0.35994 3.47780
C 2.97676 0.74106 2.46980
C 4.06476 1.75106 2.49080
O 2.03076 0.83406 1.73780
H 2.69876 -0.05294 4.49480
H 4.05276 -0.79094 3.55980
H 2.70676 -1.17594 3.25480
H 3.91776 2.54406 3.28180
H 4.42076 2.32206 1.63280
H 4.87976 1.14306 2.49280

Values from the calculation:
Relative energy (zero: lowest compared OMol25 entry of this formula, charge and spin) ... 34.6 kcal per mole
Electronic energy ... -108931.9396 eV
Max |F| ... 8.129 eV/A
Frontier orbital gap ... 9.11 eV
HOMO energy ... -8.8341 eV
SMILES string ... COP(=O)(OC)OC.COP(=O)(OC)OC.COP(=O)(OC)OC.COP(=O)(OC)OC.COP(=O)(OC)OC.CC(C)=O

Results of the Mulliken charge analysis, in e, for atoms 1 through 5:
1. C -0.908
2. O -0.344
3. P 0.585
4. O -0.753
5. O -0.275

***

A 6-piece molecular cluster, C18H52BCl2N2O7P3 overall. Source: the Open Molecules 2025 dataset; level of theory: ωB97M-V with the def2-TZVPD basis set.

CARTESIAN COORDINATES (ANGSTROEM)
C 2.12583 3.89803 -0.93122
C 1.98968 2.39481 -0.91988
Cl 3.40623 1.51047 -0.47396
C 0.86852 1.76464 -1.25399
Cl 0.69455 0.05624 -1.27588
P -0.65235 2.66961 -1.76701
P -0.42556 2.15691 -4.02076
N -1.70441 2.84861 -4.64395
P -1.34531 2.97704 0.42633
O -2.82600 3.18908 0.42038
B -0.78725 4.62238 -2.25833
N -0.21233 5.00194 -3.51168
O -1.33536 5.42655 -1.30757
H 1.35998 4.36406 -0.29887
H 3.10179 4.19917 -0.55183
H 2.01947 4.28120 -1.95242
H -1.87578 1.97049 -1.87292
H 0.81185 2.61397 -4.51654
H -0.30880 0.75848 -4.17378
H -2.35729 2.18781 -5.05457
H -0.64339 4.02427 1.07500
H -0.93936 1.81783 1.13454
H 0.20569 5.92710 -3.52230
H -0.81645 4.86484 -4.32116
H -0.86358 6.24753 -1.10836
C -6.99830 0.04742 0.09527
C -5.58842 -0.41109 0.43124
C -4.95663 0.45262 1.50720
O -4.77357 -0.43600 -0.74503
H -6.97670 1.07386 -0.28127
H -7.43880 -0.58807 -0.67417
H -7.63880 0.02286 0.97800
H -5.61544 -1.45287 0.75972
H -4.87754 1.48668 1.15969
H -3.94508 0.10071 1.71499
H -5.52069 0.43337 2.43820
H -4.68981 0.46946 -1.06789
C -4.78094 -1.80099 -5.57674
C -4.15609 -0.62231 -4.84827
C -5.21125 0.28323 -4.23615
O -3.29377 0.10336 -5.73007
H -5.40968 -1.44427 -6.39793
H -4.00857 -2.44512 -5.99678
H -5.40266 -2.39286 -4.90438
H -3.49960 -0.99266 -4.05860
H -5.85431 0.70277 -5.01555
H -4.74557 1.11640 -3.70729
H -5.83040 -0.27543 -3.53399
H -3.83307 0.45487 -6.44819
C 6.38646 -2.74539 0.15951
C 4.93699 -2.94718 0.56749
C 4.01147 -2.99253 -0.63918
O 4.51876 -1.92580 1.47346
H 6.50562 -1.79375 -0.36717
H 7.03367 -2.72064 1.03501
H 6.72864 -3.54431 -0.49919
H 4.84287 -3.87710 1.13160
H 4.06283 -2.04631 -1.18635
H 2.97928 -3.14338 -0.32315
H 4.28894 -3.79611 -1.32286
H 4.58620 -1.08584 1.00532
C 11.31817 -1.16933 2.88701
C 9.98395 -1.64858 2.33713
C 9.10864 -2.25089 3.42488
O 10.18520 -2.59321 1.28506
H 11.86902 -2.00960 3.31921
H 11.92661 -0.73896 2.09188
H 11.17922 -0.41845 3.66596
H 9.46157 -0.80975 1.87333
H 9.59925 -3.12279 3.86736
H 8.15632 -2.58046 3.01097
H 8.90823 -1.53422 4.22243
H 10.64200 -3.35214 1.66533
C -5.66438 -1.78223 6.50875
C -5.13416 -1.60806 5.09450
C -3.81961 -2.34338 4.88699
O -4.99459 -0.22679 4.77054
H -4.95156 -1.37131 7.22953
H -6.61022 -1.25463 6.62979
H -5.81880 -2.83542 6.74699
H -5.87317 -1.98188 4.38233
H -3.05711 -1.94684 5.56370
H -3.46636 -2.21108 3.86444
H -3.92652 -3.41087 5.08440
H -4.34807 0.16023 5.37173

Values from the calculation:
Electronic energy ... -90408.4917 eV
Max |F| ... 1.259 eV/A
Frontier orbital gap ... 7.52 eV
HOMO energy ... -7.5194 eV
SMILES string ... C/C(Cl)=C(/Cl)[PH]([PH2]=N)([PH2]=O)B(N)O.CC(C)O.CC(C)O.CC(C)O.CC(C)O.CC(C)O

Results of the Mulliken charge analysis, in e, for atoms 1 through 5:
1. C -1.032
2. C 0.552
3. Cl -0.191
4. C 0.028
5. Cl -0.111

***

C18H52FInN4O6 as an isolated structure. Source: the Open Molecules 2025 dataset; level of theory: ωB97M-V with the def2-TZVPD basis set.

CARTESIAN COORDINATES (ANGSTROEM)
In 1.53039 -4.41100 -1.19839
F -0.90071 -0.22334 -0.38858
C -5.02883 -6.16806 -3.31701
C -4.73077 -4.96011 -2.44274
C -4.63820 -5.22434 -0.90853
O -3.60760 -6.16953 -0.73190
C -3.93978 -7.32499 0.05615
N -3.46718 -4.43536 -2.90908
H -4.15483 -6.77777 -3.54612
H -5.54793 -5.93899 -4.24768
H -5.74265 -6.81515 -2.80726
H -5.52756 -4.22088 -2.52495
H -5.65103 -5.48857 -0.60446
H -4.27971 -4.33670 -0.38731
H -4.57579 -8.07274 -0.41762
H -4.30640 -7.03482 1.04079
H -3.01527 -7.83374 0.32920
H -3.55848 -4.35611 -3.91182
H -3.41124 -3.44836 -2.70218
C 3.48028 1.48800 -5.92073
C 3.91496 0.32485 -5.01103
C 4.56617 0.82476 -3.70012
O 4.73134 -0.28383 -2.84715
C 5.71573 0.06577 -1.83013
N 2.73594 -0.54823 -4.78921
H 4.28236 1.98546 -6.46599
H 2.83130 2.19548 -5.40461
H 2.90938 1.05277 -6.74094
H 4.67298 -0.28972 -5.49663
H 3.81819 1.50789 -3.29768
H 5.48036 1.34824 -3.97999
H 5.45687 1.04341 -1.42352
H 6.69399 0.24687 -2.27548
H 5.88173 -0.56399 -0.95609
H 2.61969 -0.95130 -5.70798
H 1.92444 0.05030 -4.73147
C 1.21522 -1.32658 5.48404
C 1.47744 -2.77416 5.06762
C 0.26459 -3.71526 4.68620
O 0.74298 -4.88766 4.05517
C 1.18681 -5.93371 4.97125
N 2.31960 -2.59739 3.85760
H 0.64371 -0.75313 4.75423
H 2.09841 -0.73402 5.72266
H 0.53243 -1.27607 6.33219
H 2.00072 -3.16264 5.94132
H -0.46821 -3.28183 4.00559
H -0.27444 -3.90148 5.61512
H 2.19511 -5.85146 5.37705
H 1.32736 -6.89619 4.47933
H 0.59070 -6.19909 5.84437
H 2.37927 -1.59074 3.80104
H 3.26072 -2.90812 4.05211
C 3.00535 6.62690 2.67056
C 1.72387 5.99834 2.02446
C 1.09330 6.91720 1.04459
O 0.54753 7.99394 1.83387
C 0.08376 9.13075 1.13966
N 2.11332 4.75630 1.33072
H 2.64254 7.46109 3.27105
H 3.70643 6.96227 1.90629
H 3.50520 5.90295 3.31411
H 1.05283 5.69715 2.82888
H 0.29699 6.37128 0.53867
H 1.85699 7.17672 0.31142
H 0.96815 9.69833 0.85018
H -0.50749 9.88783 1.65478
H -0.48689 8.96293 0.22627
H 1.27664 4.22056 1.14889
H 2.50051 4.92144 0.41262
C -4.42124 2.48606 3.21583
O -4.71631 1.57841 2.10057
H -3.83285 1.97532 3.97809
H -3.86319 3.36175 2.88440
H -5.35570 2.69259 3.73760
H -3.81941 1.42076 1.79674
C -3.21405 3.43734 -4.53313
O -2.34611 2.34913 -4.35289
H -2.66308 4.35297 -4.31828
H -3.57233 3.61675 -5.54681
H -4.09133 3.31727 -3.89747
H -2.13804 2.25887 -3.42006

Values from the calculation:
Relative energy (zero: lowest compared OMol25 entry of this formula, charge and spin) ... 183.0 kcal per mole
Electronic energy ... -45616.5614 eV
Max |F| ... 2.980 eV/A
Net charge ... +2
Frontier orbital gap ... 1.57 eV
HOMO energy ... -13.2253 eV

Results of the Mulliken charge analysis, in e, for atoms 1 through 5:
1. In 0.980
2. F -0.427
3. C -1.494
4. C 0.606
5. C -0.809

***

A 9-piece molecular cluster, C18H52N2O9 overall. Source: the Open Molecules 2025 dataset; level of theory: ωB97M-V with the def2-TZVPD basis set.

CARTESIAN COORDINATES (ANGSTROEM)
C -1.30058 2.88409 1.70670
C -1.45032 3.07007 0.19890
C -1.47116 4.56726 -0.11841
C -0.19873 2.42331 -0.42238
C -0.30562 2.26528 -1.93090
C -1.58307 1.50472 -2.30695
C -2.86006 2.04125 -1.67271
C -3.33135 3.25473 -2.49196
C -3.90338 0.93490 -1.72599
N -2.61671 2.31244 -0.24755
O -3.79682 2.81522 0.36621
H -1.26793 1.82136 1.95218
H -0.32581 3.27609 2.01035
H -2.06914 3.40081 2.28098
H -0.71153 5.08410 0.46818
H -1.28820 4.75265 -1.17531
H -2.42225 5.01657 0.17700
H 0.62441 3.09767 -0.17546
H -0.02649 1.44850 0.03401
H -0.30181 3.24120 -2.41954
H 0.55540 1.69339 -2.28089
H -1.47326 0.42963 -2.14195
H -1.65093 1.63864 -3.39294
H -3.86562 2.92114 -3.38484
H -2.49540 3.86851 -2.82471
H -4.06670 3.88373 -1.98092
H -4.82198 1.20461 -1.21258
H -3.49179 0.05179 -1.22628
H -4.09712 0.61145 -2.75012
H -4.01433 3.64820 -0.07575
C 5.38993 -0.44590 -2.16388
C 4.24814 -1.45877 -2.18594
C 3.90936 -1.78645 -3.66484
C 4.75308 -2.69519 -1.46189
C 3.64249 -3.70437 -1.19497
C 2.63185 -3.03668 -0.25286
C 2.09249 -1.69429 -0.75328
C 0.90509 -1.96295 -1.66594
C 1.67484 -0.89134 0.47422
N 3.13694 -0.90187 -1.42444
O 2.59419 0.23387 -2.05882
H 5.79161 -0.30060 -1.15993
H 6.23451 -0.77140 -2.78352
H 5.11530 0.54227 -2.54066
H 4.25347 -0.97094 -4.30478
H 4.47122 -2.65806 -4.00417
H 2.85103 -1.99031 -3.83008
H 5.54328 -3.21114 -2.01871
H 5.24318 -2.45351 -0.51421
H 3.15303 -4.05728 -2.10491
H 4.08384 -4.56631 -0.69012
H 3.07095 -3.03479 0.74682
H 1.75924 -3.69391 -0.15105
H 1.10452 -2.73189 -2.41675
H 0.56364 -1.06819 -2.19068
H 0.06174 -2.30648 -1.06267
H 2.56971 -0.53858 0.98231
H 1.03633 -1.44893 1.15818
H 1.15815 0.00824 0.12932
H 2.36068 -0.04099 -2.95965
O -3.21862 -3.10661 1.73088
H -2.66395 -2.43505 1.31897
H -3.75595 -2.60674 2.35531
O 0.19896 -1.65834 5.51257
H 0.79129 -1.48127 6.25014
H 0.60246 -2.40400 5.05466
O 0.72640 1.03894 3.97917
H 0.24168 0.21127 4.08584
H 0.05309 1.71337 4.10684
O -4.41549 -0.08748 3.54184
H -4.57428 0.46578 2.77177
H -3.47010 -0.29879 3.49922
O -1.73202 -0.74965 3.08947
H -1.37061 -1.54665 3.48987
H -1.27670 -0.65301 2.24339
O -1.75950 -3.46591 6.57432
H -2.39121 -3.20118 7.24778
H -1.47326 -2.64416 6.15523
O -1.78539 -1.00647 0.26742
H -1.92859 -0.08533 0.00253
H -2.17374 -1.52529 -0.44567

Values from the calculation:
Relative energy (zero: lowest compared OMol25 entry of this formula, charge and spin) ... 2.5 kcal per mole
Electronic energy ... -40915.6229 eV
Max |F| ... 1.239 eV/A
Frontier orbital gap ... 8.73 eV
HOMO energy ... -8.4553 eV
SMILES string ... CC1(C)CCCC(C)(C)N1O.CC1(C)CCCC(C)(C)N1O.O.O.O.O.O.O.O

Results of the Mulliken charge analysis, in e, for atoms 1 through 5:
1. C -1.801
2. C 1.482
3. C -1.823
4. C -0.058
5. C -0.389

***

A 6-piece molecular cluster, C18H52N4O6 overall. Source: the Open Molecules 2025 dataset; level of theory: ωB97M-V with the def2-TZVPD basis set.

CARTESIAN COORDINATES (ANGSTROEM)
C 0.29256 -1.16780 -1.61461
C -1.19017 -0.92373 -1.12859
C -2.35691 -1.33541 -2.06404
O -2.43830 -0.31148 -3.03523
C -3.30826 -0.68853 -4.14854
N -1.26734 -1.62238 0.09721
H 1.08766 -1.00498 -0.88700
H 0.57479 -0.56827 -2.48006
H 0.26938 -2.21765 -1.90676
H -1.28577 0.15211 -0.98192
H -3.26010 -1.29569 -1.45512
H -2.22372 -2.31997 -2.51236
H -2.93189 -1.54011 -4.71535
H -3.37249 0.08213 -4.91669
H -4.33471 -0.97242 -3.91637
H -0.82140 -1.17289 0.88411
H -2.23844 -1.67161 0.37040
C 1.74903 -4.22406 2.86783
C 1.56962 -2.71488 2.97962
C 2.56409 -1.77973 2.20231
O 3.91081 -1.98762 2.55785
C 4.75378 -0.93343 2.07593
N 0.17682 -2.53240 2.52547
H 1.12426 -4.84085 3.51386
H 2.75271 -4.49679 3.19394
H 1.66979 -4.48021 1.81132
H 1.56734 -2.50102 4.04844
H 2.27167 -0.73923 2.34356
H 2.52233 -1.92098 1.12231
H 4.93167 -0.91512 1.00069
H 5.73688 -1.11517 2.51020
H 4.29732 0.04822 2.20287
H 0.01236 -2.55456 1.52920
H -0.31509 -3.36202 2.82522
C 5.25194 4.69727 1.09102
C 4.92662 3.91780 2.31410
C 3.63775 3.03663 2.19030
O 3.86937 2.27764 0.94992
C 2.66597 1.62842 0.45363
N 6.00280 3.02970 2.69825
H 5.28749 4.03786 0.22384
H 6.12176 5.35328 1.05683
H 4.35479 5.31177 1.01610
H 4.84694 4.63293 3.13284
H 2.76428 3.64356 1.95199
H 3.55310 2.22594 2.91398
H 2.42928 1.72504 -0.60596
H 1.79982 2.02517 0.98324
H 2.80760 0.61822 0.83772
H 6.42241 2.51266 1.93884
H 5.63202 2.22565 3.18417
C -1.63236 2.54533 1.00585
C -3.17816 2.33799 1.24902
C -3.83137 1.09929 0.51794
O -5.21537 1.16994 0.79595
C -5.96117 0.13891 0.08613
N -3.32390 2.13984 2.65144
H -1.04822 1.63491 1.14007
H -1.09444 3.38498 1.44598
H -1.54470 2.70780 -0.06841
H -3.78363 3.15212 0.85065
H -3.35272 0.18226 0.86151
H -3.61934 1.16513 -0.54921
H -7.00240 0.32241 0.35121
H -5.59950 -0.83146 0.42624
H -5.84562 0.15351 -0.99763
H -4.32271 2.09472 2.79441
H -3.00010 3.00242 3.06523
C 3.12436 -0.98284 -4.82924
O 2.70313 0.30598 -5.19677
H 3.85121 -0.71117 -4.06375
H 2.17343 -1.36996 -4.46321
H 3.59018 -1.63769 -5.56564
H 1.98118 0.57390 -4.62353
C -6.52892 -2.79261 -3.73564
O -6.02056 -2.50874 -2.42798
H -6.57530 -1.82759 -4.24031
H -5.66748 -3.26692 -4.20580
H -7.49100 -3.30420 -3.70801
H -6.64891 -2.14948 -1.79733

Values from the calculation:
Relative energy (zero: lowest compared OMol25 entry of this formula, charge and spin) ... 28.3 kcal per mole
Electronic energy ... -37747.9079 eV
Max |F| ... 3.225 eV/A
Net charge ... -1
Frontier orbital gap (alpha / beta) ... 1.47 / 9.20 eV
HOMO energy (alpha / beta) ... 0.7996 / -6.9680 eV
2S+1 ... 2

Results of the Mulliken charge analysis, in e, for atoms 1 through 5:
1. C -1.494
2. C 1.747
3. C -0.900
4. O 0.179
5. C -1.211